# 1
This record from OMol25 describes a 4-piece molecular cluster, C4H16O4 overall. The level of theory is wB97M-V/def2-TZVPD.

Each line ends with the Löwdin charge.
Geometry (Å):
C -0.919 -2.572 2.049  -0.1769
O -2.245 -2.274 2.514  -0.1740
H -0.561 -3.475 2.618  0.0766
H -0.467 -1.702 2.542  0.0703
H -0.743 -2.756 0.884  0.1171
H -2.257 -2.111 3.473  0.0806
C -1.201 0.067 -0.267  -0.2054
O -1.577 0.897 -1.363  -0.1707
H -0.172 -0.503 -0.612  0.0959
H -1.967 -0.892 -0.018  0.1193
H -1.083 0.547 0.669  0.0389
H -1.007 1.735 -1.191  0.0590
C -0.045 4.753 -0.933  -0.0941
O -0.148 3.283 -0.889  -0.1564
H 0.871 5.161 -1.200  0.0555
H -0.344 5.042 -0.008  0.0391
H -0.812 5.216 -1.641  0.1131
H 0.819 3.092 -0.647  0.1252
C 2.167 -2.210 -1.367  -0.1672
O 2.387 -2.744 -0.098  -0.0911
H 1.451 -2.694 -1.932  0.0539
H 3.122 -2.515 -1.758  0.0691
H 2.174 -1.091 -1.474  0.0944
H 2.560 -2.252 0.638  0.0277

Results
E_HOMO = -0.34870 Eh
HOMO-LUMO gap = 0.3642 hartree
Total charge = 0
Electronic energy = -462.77871 Ha
SMILES string = CO.CO.CO.CO
Energy above the lowest of the compared OMol25 structures with the same formula, charge and spin = 115.0 kcal per mole

# 2
This record from OMol25 describes C3H2FHgO2 as an isolated structure. The level of theory is wB97M-V/def2-TZVPD.

Each line ends with the Löwdin charge.
Geometry (Å):
C 0.319 -0.575 -0.037  0.0233
O 0.445 1.494 0.471  -0.0328
C -0.674 0.736 0.041  -0.4123
C 1.231 0.336 0.333  -0.1306
O -1.536 1.240 -0.624  -0.2449
Hg -3.704 0.249 -1.221  0.3384
H 0.272 -1.326 -0.847  0.0988
H 2.172 0.281 0.880  0.1198
F 1.475 -2.435 1.002  -0.7598

Results
E_HOMO (spin up / spin down) = -0.14379 / -0.14380 Eh
HOMO-LUMO gap (spin up / spin down) = 0.2591 / 0.2591 hartree
Total charge = -1
Electronic energy = -519.20311 Ha
Energy above the lowest of the compared OMol25 structures with the same formula, charge and spin = 17.7 kcal per mole

# 3
This record from OMol25 describes C30H84N14O11P4 as an isolated structure. The level of theory is wB97M-V/def2-TZVPD.

Each line ends with the Löwdin charge.
Geometry (Å):
C -6.666 1.192 15.573  0.0445
N -6.591 2.535 14.864  -0.3643
O -6.239 3.479 15.561  0.0740
O -7.086 2.551 13.687  0.0293
H -7.191 1.251 16.526  0.0992
H -5.667 0.865 15.861  0.1181
H -6.978 0.358 14.945  0.0431
C -3.174 -2.119 17.538  -0.0460
N -3.128 -3.042 18.708  -0.3747
O -3.200 -4.203 18.397  0.0400
O -2.736 -2.734 19.835  0.0232
H -4.102 -1.547 17.531  0.1112
H -2.952 -2.792 16.710  0.0732
H -2.370 -1.383 17.507  0.1142
C -7.623 -2.502 13.302  -0.1412
C -6.833 -1.779 14.364  -0.2781
C -7.361 -1.650 15.696  -0.3586
O -6.229 -1.856 16.443  0.0055
C -5.192 -2.362 15.660  -0.4344
O -4.101 -2.559 16.061  0.0537
O -5.612 -2.450 14.411  0.1445
H -7.726 -3.535 13.637  0.0560
H -7.065 -2.479 12.366  0.0779
H -8.664 -2.224 13.138  0.0222
H -6.562 -0.748 14.138  0.1379
H -8.023 -2.485 15.922  0.1203
H -7.729 -0.632 15.824  0.0625
O -7.583 -5.854 20.612  -0.3240
P -6.502 -4.973 20.048  0.6183
N -6.951 -4.147 18.545  -0.2666
C -6.027 -3.271 17.783  -0.0834
C -8.324 -4.500 17.890  -0.0526
N -5.053 -5.803 19.687  -0.3003
C -4.332 -6.652 20.705  -0.0749
C -4.831 -6.392 18.418  -0.1668
N -6.081 -3.662 21.015  -0.2918
C -7.058 -2.989 21.878  -0.1179
C -4.689 -3.410 21.404  -0.1103
H -6.609 -2.494 17.287  -0.0606
H -5.517 -3.898 17.051  0.1072
H -5.272 -2.820 18.426  0.0941
H -8.637 -5.533 18.042  0.0824
H -8.151 -4.237 16.847  0.0642
H -9.050 -3.712 18.094  -0.0205
H -4.678 -7.676 20.563  0.0768
H -3.272 -6.530 20.480  0.0878
H -4.588 -6.392 21.732  0.0735
H -4.481 -7.420 18.512  0.0760
H -5.611 -6.132 17.703  0.0837
H -3.866 -6.096 18.006  0.0591
H -7.080 -1.934 21.605  0.0741
H -8.042 -3.404 21.657  0.0564
H -6.742 -2.956 22.920  0.0872
H -3.967 -3.691 20.637  0.0275
H -4.460 -4.097 22.218  0.0760
H -4.643 -2.368 21.720  0.0902
O -3.754 -6.384 9.902  -0.2842
P -3.987 -5.431 10.984  0.5704
N -3.458 -6.049 12.493  -0.2665
C -2.909 -5.167 13.584  -0.0830
C -4.065 -7.370 12.891  -0.1148
N -5.620 -4.885 11.259  -0.2334
C -6.116 -4.723 12.584  -0.1453
C -6.331 -3.863 10.394  -0.0966
N -3.070 -4.030 10.655  -0.2994
C -3.496 -2.723 10.964  -0.1628
C -1.725 -4.249 10.081  -0.0916
H -2.863 -4.163 13.162  0.0553
H -1.854 -5.269 13.840  0.0787
H -3.613 -5.151 14.415  0.0728
H -3.861 -7.637 13.928  0.0709
H -3.519 -8.197 12.438  0.0752
H -5.145 -7.518 12.886  0.0672
H -5.415 -4.013 13.021  0.0673
H -7.152 -4.413 12.721  0.0500
H -5.959 -5.631 13.166  0.0761
H -7.404 -3.918 10.207  0.0531
H -6.101 -2.812 10.567  0.0619
H -5.944 -4.086 9.400  0.0841
H -3.959 -2.401 10.031  0.0777
H -4.293 -2.620 11.701  0.0606
H -2.860 -1.889 11.261  0.0883
H -1.228 -5.089 10.566  0.0755
H -1.095 -3.375 9.912  0.0814
H -1.885 -4.621 9.069  0.0686
O -8.178 -0.945 17.161  -0.2594
P -9.629 -1.167 17.429  0.7000
N -10.504 -1.605 16.000  -0.1947
C -9.726 -2.023 14.766  -0.1907
C -11.917 -1.864 15.982  -0.1162
N -10.500 0.133 17.986  -0.2892
C -10.763 0.357 19.461  -0.0510
C -10.418 1.345 17.165  -0.0994
N -9.784 -2.436 18.574  -0.3103
C -8.825 -2.540 19.655  -0.1638
C -11.164 -3.042 18.882  -0.0428
H -9.390 -3.050 14.906  0.0452
H -8.917 -1.294 14.722  0.0376
H -10.338 -1.907 13.872  0.0530
H -12.050 -2.863 16.399  0.0742
H -12.315 -1.639 14.993  0.0637
H -12.380 -1.189 16.702  0.0792
H -11.022 -0.616 19.878  0.0555
H -9.825 0.645 19.935  0.0794
H -11.461 1.181 19.609  0.0832
H -11.075 2.121 17.558  0.0816
H -9.447 1.839 17.127  0.0726
H -10.772 1.075 16.171  0.0718
H -7.765 -2.422 19.432  0.0799
H -8.982 -1.792 20.433  0.0790
H -8.843 -3.533 20.104  0.0701
H -11.968 -2.549 18.336  0.0490
H -11.430 -2.880 19.926  0.0843
H -11.227 -4.103 18.642  0.0920
O -8.284 -2.285 11.463  -0.3345
P -9.741 -2.191 11.448  0.6995
N -10.563 -2.458 9.948  -0.3027
C -10.953 -1.360 8.999  -0.0803
C -10.352 -3.798 9.320  -0.0859
N -10.265 -0.756 12.242  -0.2730
C -9.379 0.113 13.026  -0.0733
C -11.567 -0.552 12.672  -0.1620
N -10.587 -3.352 12.443  -0.2578
C -9.886 -4.074 13.527  -0.1226
C -12.057 -3.618 12.402  -0.0755
H -10.283 -0.516 9.166  0.0745
H -11.978 -1.126 9.285  0.0669
H -10.964 -1.674 7.955  0.0766
H -11.320 -4.271 9.490  0.0805
H -9.448 -4.259 9.717  0.0602
H -10.082 -3.730 8.266  0.0812
H -9.224 -0.129 14.077  0.0606
H -8.406 -0.259 12.705  0.0891
H -9.681 1.141 12.823  0.1065
H -11.744 -0.820 13.713  0.0484
H -11.802 0.474 12.957  0.0978
H -12.377 -0.917 12.041  0.0883
H -10.069 -3.687 14.529  0.0435
H -10.342 -5.064 13.517  0.1029
H -8.826 -4.214 13.314  0.0664
H -12.338 -4.627 12.099  0.0821
H -12.503 -2.844 11.778  0.0580
H -12.346 -3.536 13.450  0.0752

Results
E_HOMO = -0.26167 Eh
HOMO-LUMO gap = 0.2466 hartree
Total charge = 0
Electronic energy = -4151.97413 Ha

# 4
This record from OMol25 describes a 9-piece molecular cluster, C43H87N9O10 overall. The level of theory is wB97M-V/def2-TZVPD.

Each line ends with the Löwdin charge.
Geometry (Å):
C -5.081 -1.503 -6.453  -0.1092
C -4.512 -1.345 -5.034  -0.2520
C -3.195 -0.564 -4.958  -0.2299
C -3.076 0.312 -3.718  -0.2331
C -1.805 1.163 -3.705  -0.2005
C -0.575 0.481 -3.073  -0.2042
C 0.203 1.390 -2.107  -0.2144
C -0.147 1.158 -0.639  -0.2063
C 0.799 1.912 0.308  -0.1996
C 1.851 1.014 0.960  -0.2018
C 1.305 -0.074 1.893  -0.1998
C 1.303 0.291 3.387  -0.1825
C 0.892 1.709 3.785  -0.1366
C -0.570 2.038 3.732  -0.1296
C -1.507 1.381 3.048  0.0694
C -2.938 1.790 3.050  -0.3937
O -3.788 1.025 2.624  0.0632
C -3.274 3.117 3.560  0.0290
C -2.376 3.813 4.277  -0.2415
N -2.590 5.008 4.900  0.1350
C -1.010 3.219 4.538  -0.2598
O -0.297 3.731 5.375  0.1231
H -4.573 -0.834 -7.150  0.0561
H -6.144 -1.266 -6.498  0.0595
H -4.967 -2.518 -6.834  0.0617
H -5.251 -0.842 -4.405  0.0988
H -4.368 -2.334 -4.591  0.1000
H -2.343 -1.253 -4.996  0.1141
H -3.118 0.085 -5.834  0.0951
H -3.103 -0.310 -2.814  0.1123
H -3.953 0.959 -3.687  0.0865
H -1.575 1.443 -4.736  0.1107
H -2.002 2.102 -3.182  0.1022
H 0.106 0.159 -3.865  0.0981
H -0.900 -0.428 -2.554  0.1023
H 1.283 1.269 -2.237  0.0874
H -0.018 2.430 -2.360  0.1117
H -1.186 1.448 -0.457  0.1135
H -0.102 0.083 -0.439  0.1006
H 1.328 2.674 -0.271  0.1119
H 0.237 2.452 1.075  0.0924
H 2.449 0.558 0.165  0.1090
H 2.547 1.646 1.522  0.1043
H 1.920 -0.970 1.778  0.1063
H 0.306 -0.378 1.574  0.0806
H 2.311 0.135 3.775  0.0773
H 0.660 -0.406 3.932  0.1192
H 1.424 2.441 3.167  0.1228
H 1.227 1.904 4.804  0.1205
H -1.286 0.502 2.459  0.1155
H -4.280 3.476 3.383  0.1220
H -3.310 5.590 4.501  0.1078
H -1.760 5.516 5.166  0.0988
C 6.850 -0.586 3.554  -0.0713
N 5.558 -0.105 4.010  0.0221
C 5.055 -0.133 5.269  -0.5418
C 5.933 -0.710 6.355  -0.0063
O 3.933 0.294 5.509  0.0155
H 7.436 0.222 3.114  0.0827
H 6.725 -1.388 2.830  0.0577
H 7.402 -0.977 4.402  0.0738
H 4.927 0.277 3.323  0.1331
H 5.380 -0.657 7.288  0.0832
H 6.192 -1.749 6.144  0.0714
H 6.856 -0.140 6.463  0.0586
C -6.064 0.370 4.810  -0.0761
N -7.444 0.608 4.444  0.0135
C -8.551 0.548 5.227  -0.5582
C -8.351 0.184 6.684  -0.0163
O -9.660 0.780 4.775  0.0252
H -5.451 1.254 4.634  0.0642
H -5.634 -0.446 4.229  0.0846
H -6.001 0.113 5.863  0.0717
H -7.638 0.852 3.485  0.1407
H -9.327 0.182 7.158  0.0791
H -7.897 -0.803 6.786  0.0809
H -7.704 0.904 7.187  0.0808
C -7.530 4.497 -5.436  -0.0768
N -6.598 3.397 -5.523  0.0162
C -5.253 3.423 -5.345  -0.5406
C -4.625 4.731 -4.932  0.0016
O -4.582 2.420 -5.539  0.0201
H -8.297 4.312 -4.682  0.0818
H -8.013 4.677 -6.398  0.0761
H -6.999 5.404 -5.162  0.0742
H -6.953 2.493 -5.792  0.1369
H -3.556 4.566 -4.840  0.0827
H -4.810 5.498 -5.685  0.0833
H -5.023 5.080 -3.978  0.0847
C 7.159 4.516 8.719  -0.0787
N 7.651 3.300 8.111  0.0099
C 7.619 2.038 8.611  -0.5420
C 7.007 1.842 9.979  -0.0087
O 8.062 1.099 7.969  0.0182
H 6.376 4.974 8.112  0.0849
H 7.960 5.244 8.857  0.0828
H 6.737 4.295 9.695  0.0697
H 8.064 3.360 7.194  0.1404
H 7.064 0.784 10.216  0.0820
H 7.541 2.411 10.740  0.0832
H 5.963 2.158 9.992  0.0855
C -7.890 2.207 -10.244  -0.0827
N -7.363 3.383 -9.588  0.0073
C -6.234 3.488 -8.831  -0.5444
C -5.418 2.234 -8.621  -0.0117
O -5.920 4.560 -8.339  0.0281
H -7.941 2.341 -11.326  0.0824
H -8.891 1.962 -9.882  0.0816
H -7.246 1.357 -10.043  0.0701
H -7.861 4.253 -9.694  0.1366
H -4.568 2.484 -7.995  0.0725
H -6.004 1.472 -8.105  0.0780
H -5.073 1.809 -9.564  0.0873
C 2.653 -2.692 -3.500  -0.0868
N 2.750 -1.263 -3.284  0.0192
C 3.750 -0.419 -3.641  -0.5506
C 4.935 -1.016 -4.367  -0.0111
O 3.689 0.772 -3.383  0.0254
H 1.780 -2.948 -4.099  0.0768
H 2.585 -3.223 -2.548  0.0808
H 3.525 -3.060 -4.030  0.0643
H 1.985 -0.798 -2.817  0.1085
H 5.632 -0.210 -4.577  0.0795
H 5.429 -1.774 -3.758  0.0822
H 4.629 -1.486 -5.302  0.0838
C 1.968 -8.172 -2.661  -0.0805
N 1.969 -6.880 -3.309  0.0090
C 2.480 -6.547 -4.525  -0.5406
C 3.138 -7.645 -5.330  -0.0106
O 2.405 -5.404 -4.942  0.0324
H 0.952 -8.523 -2.471  0.0838
H 2.504 -8.141 -1.711  0.0832
H 2.459 -8.903 -3.297  0.0694
H 1.539 -6.106 -2.826  0.1380
H 3.483 -7.207 -6.261  0.0822
H 3.986 -8.075 -4.796  0.0835
H 2.435 -8.450 -5.549  0.0839
C 6.035 -5.850 5.604  -0.0783
N 5.921 -4.778 4.641  0.0103
C 6.555 -4.647 3.445  -0.5415
C 7.502 -5.750 3.029  -0.0097
O 6.360 -3.669 2.744  0.0260
H 5.075 -6.344 5.765  0.0838
H 6.398 -5.484 6.566  0.0835
H 6.738 -6.595 5.244  0.0696
H 5.295 -4.015 4.850  0.1358
H 7.912 -5.482 2.061  0.0822
H 8.316 -5.865 3.746  0.0841
H 6.985 -6.707 2.952  0.0833

Results
E_HOMO = -0.32757 Eh
HOMO-LUMO gap = 0.2989 hartree
Total charge = 0
Electronic energy = -2935.94677 Ha
SMILES string = CCCCCCCCCCCCCC1=CC(=O)C=C(N)C1=O.CNC(C)=O.CNC(C)=O.CNC(C)=O.CNC(C)=O.CNC(C)=O.CNC(C)=O.CNC(C)=O.CNC(C)=O
Energy above the lowest of the compared OMol25 structures with the same formula, charge and spin = 0.0 kcal per mole

no.,strongest force on any atom (Eh/bohr)
1,0.1003
2,0.0785
3,0.2600
4,0.0076